The following is a DFT calculation (ωB97M-V with the def2-TZVPD basis set) of a 2-piece molecular cluster, C4H12N4 overall in a non-equilibrium geometry.

Output
Spin multiplicity = 1
LUMO level = 0.7 eV
Orbital gap = 9.6275 eV
HOMO = -8.88 eV
Relative energy (zero: lowest compared OMol25 entry of this formula, charge and spin) = 2.2616 eV
Electronic energy = -10301.010 eV

Element x y z (Å)
H -1.17430 0.20899 2.22043
C 1.12383 -1.70396 -0.48565
H 2.96045 1.06705 -0.46355
H -0.90481 1.90005 1.74976
H -2.02700 -1.10246 -0.67662
H 0.39386 -1.43146 -1.24747
C -1.54406 1.03060 1.59155
H 1.85813 0.64542 -1.59360
C -0.72090 1.24680 -0.71560
C 1.68682 -0.42362 0.12646
H 1.91915 -2.30771 -0.91704
N -0.18575 1.78132 -1.58851
N -2.46220 -0.31286 -0.19968
N -1.46704 0.61344 0.20505
H 0.76114 0.11652 0.64360
H 0.62985 -2.30015 0.28160
H -3.10927 0.12817 -0.84875
N 2.47559 0.27617 -0.87390
H 2.36757 -0.68530 0.94553
H -2.58107 1.25300 1.84640